ORCA calculation (wB97M-V/def2-TZVPD) on a molecular structure, C30H37CdCl2GeN4O9S2Se.

The geometry in XYZ format:
```
87
Properties=species:S:1:pos:R:3:forces:R:3
Cd -1.01146 -0.07455 0.44335 -0.053 -0.300 -0.131
O 0.16611 4.38365 4.50907 0.177 -0.118 -0.064
C -0.91075 4.69385 3.81879 -0.100 0.020 -0.155
O -1.55850 5.69641 4.03714 0.019 -0.056 0.015
C -1.32552 3.74595 2.74547 0.072 -0.107 0.060
C -2.47304 3.90854 1.98998 -0.027 0.101 0.013
N -2.56761 2.86338 1.16466 -0.143 -0.161 -0.311
N -1.54349 2.02579 1.32372 0.102 0.054 0.194
C -0.76977 2.53048 2.27384 -0.041 0.107 -0.059
C 0.52794 1.81327 2.57290 0.047 0.064 -0.048
O 1.22963 2.26931 3.50607 -0.080 0.069 0.077
O 0.79719 0.83437 1.84513 -0.075 -0.005 0.107
H 0.61886 3.54266 4.14040 -0.067 0.027 0.058
H -3.19723 4.70509 2.00677 -0.003 -0.014 -0.006
H -3.22522 2.65155 0.38580 0.004 0.053 0.059
N -3.56922 -0.73812 1.41987 0.285 -0.285 0.027
C -4.82299 -0.48333 0.70948 -0.264 -0.116 -0.216
C -4.57328 -0.45993 -0.80361 0.004 -0.291 0.304
C -3.62602 0.68629 -1.03178 0.733 0.575 -0.427
O -4.10512 1.83456 -0.91233 0.167 0.066 0.173
O -2.39171 0.43256 -1.26321 -0.650 0.072 0.140
H -3.29146 -1.70445 1.25408 0.036 -0.118 -0.025
H -3.70913 -0.64654 2.42027 0.058 0.055 -0.029
H -5.19492 0.49711 1.01224 -0.027 -0.029 -0.031
H -5.59097 -1.22824 0.94543 -0.010 -0.020 0.013
H -5.51365 -0.29159 -1.32966 0.033 0.068 0.035
H -4.13131 -1.39711 -1.14294 0.001 -0.074 0.064
C 3.91484 -3.97030 3.11009 0.095 0.024 0.008
Ge 1.97090 -3.90024 2.92456 -0.084 -0.137 -0.080
C 1.12741 -4.39405 4.61620 -0.024 0.077 0.069
C 1.35043 -5.09543 1.51219 -0.041 0.039 -0.025
C 1.41108 -2.09529 2.41479 0.013 0.044 -0.098
Se -0.53117 -1.94071 2.47418 -0.205 -0.216 0.142
C -0.64116 -1.09133 4.21619 0.089 0.095 -0.025
H 4.23681 -4.97110 3.40326 0.002 0.018 -0.011
H 4.24793 -3.26302 3.87131 0.020 -0.017 -0.015
H 4.39992 -3.71422 2.16676 0.004 -0.007 0.021
H 1.32861 -5.43726 4.86298 0.003 0.011 -0.013
H 0.04848 -4.25901 4.52583 0.002 -0.044 0.033
H 1.49096 -3.76763 5.43289 -0.004 -0.027 0.004
H 1.39047 -6.14278 1.81395 0.011 0.015 0.009
H 1.94807 -4.96590 0.60853 -0.020 -0.017 0.025
H 0.31527 -4.83898 1.27407 -0.004 -0.055 -0.028
H 1.69250 -1.88839 1.38188 0.018 -0.002 0.013
H 1.82209 -1.29538 3.02761 -0.035 0.048 -0.041
H -0.19131 -1.74274 4.96261 -0.031 -0.012 0.012
H -1.69458 -0.94539 4.44727 -0.004 -0.004 0.012
H -0.12664 -0.13339 4.19607 0.009 -0.004 0.003
Cl -1.86797 -2.58643 -3.38700 -0.172 -0.039 0.070
C -1.34699 -3.80635 -2.19563 -0.065 -0.036 -0.036
Cl -2.26021 -5.31123 -2.43006 0.056 -0.026 -0.008
C -1.47246 -3.21511 -0.76094 -0.063 -0.109 -0.322
O -2.28996 -3.71468 0.00325 -0.021 0.415 0.272
O -0.64698 -2.26997 -0.60489 -0.038 0.379 0.454
H -0.30576 -4.02303 -2.40871 -0.071 0.002 -0.015
O 0.50684 1.00408 -0.96420 0.053 -0.265 -0.299
S 0.19124 1.35536 -2.39686 0.024 0.288 -0.017
C 1.81239 1.55551 -3.15702 -0.011 -0.004 0.106
C 2.90726 1.74594 -2.33464 0.089 0.028 0.008
C 4.16659 1.86522 -2.90695 -0.011 0.001 -0.005
C 4.31675 1.79899 -4.28586 -0.057 -0.002 -0.009
C 3.20394 1.61548 -5.09847 0.058 0.033 0.005
C 1.94485 1.48741 -4.53316 -0.065 -0.017 -0.017
C -0.11878 3.13499 -2.31430 -0.024 -0.035 0.078
C -0.39590 3.86011 -3.46402 -0.052 -0.058 -0.005
C -0.57199 5.23089 -3.37167 0.005 0.018 0.020
C -0.48447 5.86440 -2.13629 -0.013 -0.023 -0.033
C -0.22519 5.12461 -0.99242 -0.010 -0.005 -0.010
C -0.03821 3.75011 -1.07852 0.007 0.058 0.003
H 2.76485 1.79004 -1.26086 -0.002 -0.035 -0.021
H 5.03247 2.00873 -2.27291 -0.006 0.001 -0.002
H 5.30060 1.88638 -4.72926 -0.003 0.001 0.004
H 3.32010 1.55999 -6.17360 -0.001 -0.009 0.006
H 1.07527 1.31551 -5.15778 0.016 -0.034 0.024
H -0.47007 3.36340 -4.42476 0.009 0.000 0.014
H -0.77570 5.80726 -4.26537 -0.020 -0.003 0.011
H -0.62277 6.93609 -2.06942 -0.007 -0.004 0.006
H -0.16428 5.61180 -0.02712 -0.007 -0.006 -0.003
H 0.17250 3.15164 -0.20250 0.022 0.010 -0.022
S 2.51889 -3.32332 -1.89748 0.077 -0.010 0.090
C 1.85992 -3.54090 -3.46239 0.046 -0.040 -0.047
C 1.24683 -2.39729 -3.85648 0.156 0.177 -0.064
N 1.29670 -1.35597 -2.96114 0.137 -0.231 0.014
C 1.92893 -1.71491 -1.88890 -0.032 0.110 -0.062
H 1.93632 -4.48089 -3.98319 0.000 0.030 -0.036
H 0.73440 -2.25806 -4.79707 0.023 -0.024 0.036
H 2.07174 -1.06421 -1.03558 -0.034 -0.002 -0.039
```
Forces are in eV/Å.

* E_LUMO: 0.08014 Ha
* 2S+1: 1
* net charge: -1

ORCA calculation (wB97M-V/def2-TZVPD) on a single C6H14N2O2 molecule.

The geometry in XYZ format:
```
24
Properties=species:S:1:pos:R:3:forces:R:3
N 4.29369 -0.48245 -0.72606 0.751 -1.564 0.461
C 3.31671 -0.02005 0.21992 -1.010 -1.763 -0.025
C 1.90790 -0.10264 -0.30141 -1.276 -0.677 -1.045
C 1.06622 0.58891 0.76957 -0.612 0.445 -0.716
C -0.30856 -0.01959 1.10744 0.459 4.494 -0.900
C -1.16057 0.35729 -0.11283 -1.119 -0.228 -0.178
N -1.40905 1.83540 -0.23612 1.347 -2.006 -1.126
C -2.48584 -0.37933 -0.19657 -0.275 -1.774 -0.587
O -3.44008 -0.02671 -0.82246 -0.103 0.984 0.040
O -2.53184 -1.69402 0.20455 1.250 -0.448 1.920
H 4.28810 -1.52189 -0.70888 0.128 1.036 -0.241
H 3.97601 -0.20464 -1.64306 0.149 -0.037 -0.257
H 3.41006 1.00485 0.38403 0.802 1.869 0.514
H 3.29173 -0.50374 1.21541 0.862 -0.099 -0.566
H 1.95033 0.48610 -1.25360 -0.580 -0.565 0.513
H 1.50389 -1.15584 -0.55492 0.878 1.390 0.438
H 0.98711 1.67312 0.48296 -0.384 -1.029 0.444
H 1.66487 0.56766 1.63254 0.660 0.088 1.473
H -0.63199 0.42079 2.06638 -0.417 0.717 -0.546
H -0.32402 -0.98347 1.43284 0.525 -3.268 -0.164
H -0.66049 -0.04498 -1.03053 -0.078 0.514 0.609
H -2.19964 1.94991 -0.85219 -0.117 -0.062 -0.474
H -1.78415 2.02115 0.63881 -0.767 1.091 2.149
H -1.90407 -1.96137 0.95210 -1.075 0.892 -1.736
```
Forces are in eV/Å.

* E_LUMO: 0.01669 Ha
* 2S+1: 1
* SMILES: NCCCC[C@H](N)C(=O)O

ORCA calculation (wB97M-V/def2-TZVPD) on a gas-phase ion, C5H13OS (charge +1).

The geometry in XYZ format:
```
20
Properties=species:S:1:pos:R:3:forces:R:3
C -1.59787 1.28261 -0.87320 0.140 -0.267 0.101
C -0.85759 1.49689 0.61143 -0.116 1.403 -1.394
C 0.75926 1.51628 0.33681 -0.007 -0.025 -0.610
C 1.54557 0.13165 0.74131 0.860 2.525 1.877
O 1.86706 -0.56713 -0.51283 -1.524 -2.610 -0.135
S 1.41183 -2.20960 -0.47969 -0.006 0.835 0.376
C -0.37458 -2.44651 0.08327 -2.039 -0.450 -0.333
H -2.74436 1.04980 -0.76923 2.291 0.480 -0.182
H -1.46845 2.23758 -1.56941 -0.221 -2.015 1.701
H -1.07117 0.39047 -1.44069 -1.122 1.657 1.084
H -1.15599 2.60879 0.92749 0.542 -2.691 -0.284
H -1.20863 0.71187 1.41149 0.745 1.612 -1.558
H 0.89336 1.64760 -0.84199 -0.104 -0.317 2.587
H 1.30834 2.45585 0.81729 -1.254 -2.254 -0.770
H 1.01192 -0.52127 1.55274 0.829 1.136 -1.772
H 2.58944 0.46060 1.21779 -2.188 -1.019 -1.147
H 1.38204 -2.60055 -1.85615 -0.327 1.082 1.406
H -0.48990 -3.60559 0.30381 0.607 2.329 -0.589
H -1.16232 -2.14368 -0.74868 1.869 -0.508 1.754
H -0.63797 -1.89565 1.08844 1.027 -0.902 -2.110
```
Forces are in eV/Å.

* E_LUMO: -0.17390 Ha
* 2S+1: 1
* net charge: +1

ORCA calculation (wB97M-V/def2-TZVPD) on a molecular structure, C40H31AsBr2HfN3OS.

The geometry in XYZ format:
```
80
Properties=species:S:1:pos:R:3:forces:R:3
Hf 1.47970 0.47512 -0.16581 0.198 0.088 0.093
S 3.45871 -0.96655 -0.52788 0.064 0.023 0.020
C 2.40916 -2.28357 -1.13334 -0.038 0.050 0.010
C 2.61779 -2.79440 -2.41240 -0.005 -0.037 -0.014
C 1.89670 -3.89455 -2.84533 0.019 0.015 0.018
C 0.96889 -4.50497 -2.00859 -0.014 -0.013 0.002
C 0.73107 -3.98576 -0.74728 -0.039 0.059 0.074
C 1.43024 -2.86384 -0.31148 0.074 -0.036 -0.074
As 1.09740 -1.88250 1.31982 0.008 -0.030 -0.084
C 2.33321 -2.52528 2.64294 0.053 0.155 -0.038
C 2.28189 -3.84213 3.08683 -0.029 0.009 -0.057
C 3.20277 -4.28053 4.02447 -0.008 -0.032 0.006
C 4.16721 -3.40709 4.51113 0.023 0.038 0.004
C 4.21692 -2.09508 4.06289 -0.019 -0.017 -0.012
C 3.29854 -1.64788 3.12270 -0.007 -0.048 0.031
C -0.64205 -2.44316 1.94420 0.019 0.047 0.028
C -1.72034 -2.54451 1.06607 -0.016 -0.099 0.054
C -2.98562 -2.84431 1.55158 0.100 -0.124 -0.031
C -3.18225 -3.02517 2.91466 0.001 -0.034 0.001
C -2.11514 -2.90047 3.79271 -0.028 -0.004 0.009
C -0.84606 -2.60784 3.31104 -0.005 -0.029 -0.024
H 3.35584 -2.33165 -3.05368 -0.002 0.003 -0.003
H 2.06985 -4.28848 -3.83799 0.000 0.003 -0.003
H 0.42904 -5.38143 -2.34123 0.002 0.002 -0.006
H 0.00300 -4.45260 -0.09618 -0.053 -0.001 -0.006
H 1.52724 -4.51835 2.70156 0.021 -0.033 0.023
H 3.17122 -5.30381 4.37416 -0.003 -0.002 -0.004
H 4.88701 -3.75297 5.24122 -0.006 -0.009 0.001
H 4.97274 -1.41866 4.43961 0.001 -0.003 0.003
H 3.33432 -0.62676 2.76536 0.002 0.007 0.001
H -1.57693 -2.39493 0.00274 0.013 -0.057 -0.044
H -3.81579 -2.94050 0.86331 -0.004 -0.001 0.002
H -4.16793 -3.26654 3.29083 -0.001 -0.006 0.008
H -2.26703 -3.03967 4.85495 0.001 0.005 0.001
H -0.01230 -2.52081 3.99748 -0.043 0.005 0.015
Br 2.11265 1.52253 4.68038 -0.042 0.048 0.013
C 1.18734 2.57482 3.42443 0.283 -0.137 -0.003
C 0.31601 3.58831 3.87482 0.019 0.016 0.056
C -0.39408 4.34280 2.99191 -0.081 0.108 0.020
Br -1.54749 5.69272 3.64060 0.035 -0.045 -0.018
C -0.28881 4.10941 1.59652 0.105 0.036 -0.071
C -1.00169 4.78901 0.58722 0.001 -0.024 -0.026
C -0.84573 4.42058 -0.72355 -0.034 0.062 0.038
C -0.00232 3.34975 -1.04599 0.055 -0.037 -0.007
N 0.69948 2.71181 -0.12776 -0.118 -0.044 -0.054
C 0.59360 3.09883 1.17497 0.028 -0.091 0.066
C 1.37468 2.32988 2.08841 -0.144 0.178 -0.079
O 2.16508 1.39049 1.56843 -0.417 -0.223 -0.429
H 0.22261 3.75876 4.93809 -0.008 -0.002 -0.003
H -1.67331 5.59194 0.85979 0.003 0.003 0.006
H -1.37994 4.93041 -1.51235 0.004 -0.008 -0.008
H 0.09638 2.99413 -2.06674 -0.006 -0.004 0.004
N -0.74132 0.36955 0.21822 -0.174 0.008 -0.122
C -1.88529 0.45813 0.25199 0.025 -0.023 0.191
C -3.30087 0.57572 0.28472 -0.137 0.082 -0.093
C -3.94732 1.12724 -0.82576 0.078 -0.003 -0.019
C -5.32312 1.24873 -0.80666 -0.049 -0.008 0.020
C -6.04026 0.82832 0.30835 0.051 -0.007 -0.009
C -5.38974 0.28297 1.40928 -0.038 0.012 -0.015
C -4.01422 0.15030 1.40617 0.090 0.052 0.083
H -3.36704 1.44722 -1.68246 -0.025 0.000 -0.001
H -5.83892 1.67021 -1.65803 0.002 0.001 -0.002
H -7.11739 0.92724 0.31920 -0.004 0.001 -0.002
H -5.95805 -0.03970 2.27051 -0.002 0.002 0.007
H -3.49002 -0.28060 2.24917 -0.034 0.064 -0.018
C 2.92446 2.10062 -2.39372 0.072 0.070 -0.082
C 1.70493 1.44996 -2.97942 0.002 0.059 -0.133
C 1.21952 1.55353 -4.25476 -0.021 0.006 0.036
C 0.10769 0.66982 -4.34076 -0.061 -0.045 0.013
C -0.04638 0.07279 -3.11649 0.048 0.062 -0.065
C -0.99224 -1.01880 -2.72751 0.030 0.043 0.018
N 0.92678 0.55705 -2.25808 0.263 -0.042 0.591
H 2.96001 3.16212 -2.64395 -0.008 0.000 0.015
H 3.84371 1.63921 -2.75672 -0.011 -0.056 0.047
H 2.99590 2.07606 -1.29397 -0.025 0.004 0.012
H 1.62926 2.15854 -5.04834 0.011 0.010 0.013
H -0.48746 0.46552 -5.21751 -0.001 0.003 0.006
H -1.38810 -1.49179 -3.62500 -0.002 -0.016 0.006
H -1.84932 -0.67075 -2.14453 -0.023 0.011 0.012
H -0.47938 -1.79088 -2.14615 -0.016 -0.022 -0.013
```
Forces are in eV/Å.

* E_LUMO: -0.12815 Ha
* 2S+1: 1
* net charge: +1

ORCA calculation (wB97M-V/def2-TZVPD) on 2 unconnected molecules or ions with the total composition C3H12NO3Si.

The geometry in XYZ format:
```
20
Properties=species:S:1:pos:R:3:forces:R:3
C -3.02541 0.61572 -0.58311 0.579 0.157 4.106
C -2.44349 -0.67277 0.06776 1.188 -1.205 -0.943
C -0.82997 -0.66553 0.06810 -2.519 -1.402 3.115
N -0.24858 0.62670 0.45837 0.034 2.648 0.992
O 3.52876 0.17121 1.48732 -1.445 -0.089 -2.553
O 1.99122 0.34235 -0.72262 -1.764 0.302 -0.786
O 4.62318 -0.44425 -0.94624 -1.058 1.997 4.719
Si 3.31330 -0.03121 -0.14029 2.354 0.079 1.727
H -2.34506 0.87755 -1.34268 0.442 0.815 -1.176
H -4.02029 0.54125 -0.90606 -1.189 -0.545 -0.839
H -3.13417 1.40499 0.24639 0.617 -0.659 -1.360
H -2.70773 -1.54465 -0.66074 0.299 1.160 1.830
H -2.65716 -0.90092 1.16912 -0.634 0.411 -1.844
H -0.61645 -1.39550 0.95549 0.274 1.131 -1.981
H 0.76525 0.65045 -0.01777 -0.439 -0.112 0.838
H -0.25875 0.79861 1.52640 0.259 -0.500 -2.266
H -0.73976 1.48818 0.05640 0.427 -1.653 0.494
H 4.37570 -0.02139 1.83372 1.552 -0.346 0.765
H -0.37655 -0.98591 -0.83189 0.374 -0.255 -0.898
H 4.80597 -0.85489 -1.71767 0.649 -1.931 -3.939
```
Forces are in eV/Å.

* E_LUMO: -0.13608 Ha
* 2S+1: 1
* net charge: +1

ORCA calculation (wB97M-V/def2-TZVPD) on 2 unconnected molecules or ions with the total composition C4H11N3O.

The geometry in XYZ format:
```
19
Properties=species:S:1:pos:R:3:forces:R:3
C 1.40918 -0.95110 1.61245 -0.143 -0.042 0.092
N 0.27990 -0.91230 0.71610 -0.782 1.534 -0.025
C -0.81904 -0.04869 1.02965 -0.044 -3.366 3.155
N -2.00655 -0.57214 0.47810 -0.605 0.357 -0.806
O -0.86431 0.59926 2.08462 0.730 0.298 -2.032
H 1.12321 -1.48813 2.52088 0.371 -0.020 0.156
H 2.25565 -1.43251 1.11770 -0.074 -0.057 0.126
H 1.71405 0.05681 1.90378 -0.160 -0.085 -0.117
H 0.00302 -1.77012 0.25663 0.047 0.298 0.321
H -2.06810 -0.32628 -0.50882 -0.104 -0.276 0.439
H -2.81100 -0.19214 0.96071 0.119 0.085 0.080
C -0.07261 2.09168 -0.84634 0.477 -1.041 -0.487
N -0.45824 0.88722 -0.99249 2.680 -0.739 -1.545
C 0.41859 -0.14237 -2.00957 -2.250 2.707 0.226
H 0.68315 2.55658 -1.49229 0.078 -0.025 0.241
H -0.41973 2.65451 0.03283 -0.399 -0.065 -0.578
H 0.06781 -1.16987 -1.93790 -0.008 0.278 0.580
H 0.06087 0.21711 -2.97320 0.335 -0.031 -0.283
H 1.50413 -0.05753 -1.95285 -0.269 0.190 0.457
```
Forces are in eV/Å.

* E_LUMO: 0.02706 Ha
* 2S+1: 1
* SMILES: CNC(N)=O.C=NC

Frontier orbital gap: 8.28, 9.84, 9.81, 6.45, 11.41, 9.62 (eV)
E_HOMO: -6.1, -9.4, -14.5, -9.9, -15.1, -8.9 (eV)